1.
ORCA calculation (ωB97M-V/def2-TZVPD) on 8 unconnected molecules or ions with the total composition C12H39ClO11 at a distorted geometry.

XYZ file:
```
63
Properties=species:S:1:pos:R:3:forces:R:3:nbo_charge:R:1
O -0.867029 2.103505 2.108637 -0.03 0.96 0.47 -0.763
H -1.659903 2.001608 2.671601 0.07 -0.43 -0.21 0.555
H -1.028790 2.925334 1.595001 0.26 -0.26 -0.24 0.562
H -0.827864 1.350727 1.456306 0.22 -0.93 -0.47 0.585
Cl -0.361476 0.290087 -0.881059 1.05 -0.90 1.08 2.561
O 0.736945 -0.327162 -1.539848 0.00 0.17 -0.67 -0.817
O -1.608482 -0.042763 -1.474007 -0.82 -0.23 -0.28 -0.841
O -0.307027 -0.174322 0.512185 -0.73 0.61 0.54 -0.910
O -0.232285 1.722174 -0.821922 0.24 1.05 -0.21 -0.919
C 3.455508 4.517342 0.711501 -0.74 -0.20 0.21 -0.627
C 2.936352 3.279635 -0.026757 -0.63 0.37 -1.30 0.111
C 3.804680 2.689104 -1.145633 0.04 0.52 0.99 -0.631
O 2.507807 2.283508 0.878690 0.30 -0.09 0.86 -0.737
H 2.577301 4.929414 1.215691 0.15 0.02 0.29 0.207
H 3.772475 5.315435 0.040651 0.19 -0.28 -0.24 0.213
H 4.221554 4.346018 1.466583 0.10 -0.26 -0.15 0.214
H 2.018350 3.603106 -0.541726 0.08 0.33 -0.05 0.140
H 3.196872 1.971086 -1.694587 0.23 -0.12 -0.11 0.215
H 4.678488 2.220308 -0.690988 0.06 -0.16 -0.25 0.209
H 4.122664 3.501258 -1.800112 0.04 -0.14 -0.16 0.207
H 2.005953 1.625158 0.388336 0.03 -0.03 -0.11 0.476
C 1.673057 -4.432936 -0.928534 0.70 -0.73 0.60 -0.638
C 0.168412 -4.496269 -1.060073 -1.18 1.67 0.14 0.095
C -0.624478 -3.757457 0.045133 1.08 -0.32 -0.10 -0.638
O -0.166998 -3.841111 -2.295882 -0.07 -0.52 -0.19 -0.728
H 2.090434 -4.848679 -0.004602 -0.41 -0.21 0.11 0.203
H 2.092857 -3.425171 -0.946480 -0.44 0.19 -0.31 0.214
H 2.119639 -5.016970 -1.734077 0.02 0.17 -0.11 0.221
H -0.244840 -5.505370 -1.048784 0.38 -0.15 -0.67 0.172
H -0.674879 -4.456176 0.881603 -0.04 0.52 0.42 0.200
H -1.627252 -3.450173 -0.245677 -0.05 -0.40 -0.29 0.221
H -0.084544 -2.831309 0.260537 -0.03 -0.09 0.53 0.209
H -0.002352 -2.902012 -2.139579 0.02 -0.01 -0.17 0.467
C 1.887031 -1.680434 3.971616 0.07 -0.56 -0.07 -0.617
C 0.464871 -2.018000 3.549483 0.91 -0.60 -0.44 0.081
C 0.206123 -3.521240 3.609525 0.11 -1.24 -0.60 -0.658
O -0.397653 -1.289761 4.403425 -0.50 0.13 0.18 -0.730
H 2.630611 -2.259182 3.418887 -0.21 -0.06 -0.23 0.210
H 2.008907 -1.982587 5.013116 0.09 0.52 0.14 0.207
H 2.097746 -0.634039 3.757301 0.01 0.09 0.48 0.219
H 0.382110 -1.653392 2.518337 -0.45 -0.22 -0.01 0.173
H 0.469943 -4.042552 4.533511 -0.13 0.63 0.40 0.212
H 0.778647 -4.107256 2.881213 0.44 0.63 -0.20 0.224
H -0.788267 -3.876352 3.318624 -0.36 0.67 0.32 0.211
H -1.236016 -1.761390 4.439297 -0.01 0.09 0.00 0.468
C -0.778656 4.939933 -2.319035 0.91 -0.55 0.47 -0.251
O -1.480821 4.376662 -1.203736 -0.15 0.36 -0.28 -0.753
H -1.095254 4.474624 -3.251946 -0.13 0.26 -0.12 0.171
H -0.826073 6.025181 -2.355255 -0.63 -0.03 0.14 0.183
H 0.285995 4.723793 -2.176769 0.07 -0.06 -0.25 0.163
H -1.315265 3.430444 -1.284865 -0.02 -0.13 0.19 0.485
C -4.246124 2.208120 0.512162 -0.30 -0.42 -0.42 -0.261
O -3.033513 1.477325 0.749402 -0.22 0.66 0.05 -0.791
H -4.877243 1.535517 -0.069969 -0.41 0.33 0.06 0.181
H -4.754928 2.470228 1.438350 0.23 -0.32 0.21 0.178
H -4.115166 3.142712 -0.037654 0.37 -0.09 -0.11 0.183
H -2.819885 1.054414 -0.095781 0.19 -0.17 0.15 0.503
C -2.885374 -2.158215 -4.422331 0.47 0.19 0.32 -0.260
O -2.371033 -1.916087 -5.730575 -0.52 -0.30 0.01 -0.716
H -2.208492 -2.840566 -3.909248 0.14 0.11 -0.07 0.202
H -2.902749 -1.207105 -3.883780 -0.14 -0.14 0.27 0.163
H -3.872102 -2.627552 -4.384487 -0.08 0.11 -0.35 0.155
H -3.068488 -1.450158 -6.200952 0.17 0.02 -0.17 0.456
```
Forces are in eV/Å.

Output
Spin multiplicity = 1
Total charge = 0
E = -1768.04718 Eh
Energy above the lowest of the compared OMol25 structures with the same formula, charge and spin = 0.000 eV
HOMO level = -9.7 eV



2.
ORCA calculation (ωB97M-V/def2-TZVPD) on a molecular structure, C12H40BBaN3O18P3 at a distorted geometry.

XYZ file:
```
78
Properties=species:S:1:pos:R:3:forces:R:3:lowdin_charge:R:1
Ba -1.385123 1.337654 2.594312 0.02 -0.93 -0.31 1.952
B -0.785323 0.752834 0.029192 0.22 -0.05 -0.76 -0.656
H -0.236593 0.159214 0.743872 1.99 -2.48 2.84 -0.104
H -0.499113 0.460264 -0.969168 0.87 -1.06 -3.56 -0.028
H -1.847943 0.668344 0.196382 -4.21 -0.43 0.66 -0.103
H -0.502813 1.784454 0.171262 1.14 4.30 0.72 -0.085
C 2.395107 -0.074116 -0.049898 -0.38 -0.30 0.26 0.029
N 3.738407 -0.673146 -0.363328 1.20 1.19 0.43 -0.387
O 3.892017 -1.297696 -1.407008 -0.28 0.76 1.69 0.082
O 4.611997 -0.419896 0.495652 -1.06 -0.98 -1.70 0.031
H 1.989717 0.491654 -0.888738 0.10 -0.62 -0.21 0.083
H 2.403897 0.596004 0.809722 0.79 -0.07 -0.12 0.090
H 1.788427 -0.916746 0.281782 -0.28 0.03 -0.61 0.097
C -1.966703 1.505644 -3.829338 0.55 -0.37 1.03 0.035
N -3.283553 1.607124 -4.441708 -0.63 1.27 -1.54 -0.442
O -3.268723 1.781134 -5.653498 -0.40 -0.48 0.77 0.078
O -4.284033 1.651744 -3.738058 0.53 -0.34 -0.11 0.051
H -1.464753 0.615504 -4.208548 -0.11 0.08 0.04 0.112
H -2.142223 1.446544 -2.755188 0.39 -0.07 -0.09 0.079
H -1.378863 2.380564 -4.106948 -0.18 -0.09 -0.01 0.102
C -3.868583 2.950334 -0.234308 -0.42 0.53 -0.13 0.069
N -2.960583 3.986214 0.301492 1.32 2.35 -0.70 -0.403
O -2.302723 3.784184 1.319332 -0.25 -0.77 0.46 -0.103
O -2.850573 5.047594 -0.319838 -0.64 -2.18 0.88 0.110
H -4.849343 3.414314 -0.129758 -0.08 -0.15 -0.38 0.120
H -3.855763 2.014474 0.324362 0.44 0.26 -0.13 0.088
H -3.565893 2.872584 -1.278538 -0.40 -0.34 0.07 0.100
C 1.864287 -3.827566 4.882202 0.54 -0.86 -0.33 -0.057
O 1.497517 -2.783766 3.946582 -0.44 2.27 1.15 -0.228
P 1.422027 -1.228776 4.410082 0.85 0.05 -0.26 0.531
O 0.431307 -0.446026 3.571322 1.46 -0.68 0.86 -0.440
O 1.043837 -1.239136 5.951942 0.51 -1.92 -1.26 -0.214
C 0.983497 -0.048026 6.676292 0.02 1.36 0.30 -0.090
O 2.981557 -0.652046 4.449602 -4.97 -1.33 2.37 -0.199
C 3.717947 -0.705696 3.311022 2.15 0.50 -2.54 -0.166
H 2.659717 -4.380796 4.382872 0.08 0.07 0.19 0.101
H 1.037217 -4.525926 5.010092 -0.21 0.32 -0.07 0.086
H 2.200037 -3.503346 5.867212 -0.07 0.40 -0.26 0.095
H 0.077107 0.455614 6.340262 0.12 0.49 0.28 0.085
H 1.891507 0.523464 6.483932 -0.17 0.33 -0.01 0.096
H 0.937987 -0.212596 7.752832 -0.13 -0.46 -0.22 0.106
H 4.669067 -1.179586 3.553722 0.13 0.23 -0.18 0.111
H 3.856607 0.319014 2.966312 0.43 -0.09 -0.14 0.096
H 3.314877 -1.245336 2.454042 -0.43 -0.24 0.29 0.071
C -5.093893 -3.707946 0.660212 -0.03 -0.96 -0.85 -0.094
O -4.517413 -2.686446 1.420092 1.72 1.65 1.29 -0.214
P -2.929403 -2.528636 1.624812 -0.56 -0.07 -1.13 0.527
O -2.622883 -1.140576 2.139592 -0.09 -1.76 -0.21 -0.404
O -2.533773 -3.826816 2.514152 -0.50 1.81 -0.85 -0.197
C -1.202853 -4.006366 3.023792 0.67 0.31 -0.01 -0.083
O -2.319753 -2.882776 0.137672 0.41 -0.15 3.47 -0.209
C -2.562443 -2.045436 -0.952118 -1.08 0.65 -1.51 -0.123
H -4.628733 -4.641506 0.976752 -0.49 -0.29 -0.26 0.097
H -4.916823 -3.531846 -0.400798 0.21 -0.12 -0.06 0.085
H -6.177613 -3.692276 0.775962 0.19 -0.07 0.46 0.102
H -0.514023 -3.277576 2.596612 0.03 -0.30 -0.39 0.072
H -0.903423 -5.035916 2.827672 0.00 0.19 -0.20 0.105
H -1.112213 -3.824006 4.094602 -0.73 -0.06 0.11 0.085
H -2.789433 -2.739056 -1.761728 -0.05 0.28 -0.22 0.102
H -1.786783 -1.351426 -1.275858 0.55 -0.46 0.58 0.068
H -3.424053 -1.401766 -0.774908 -0.28 -0.08 -0.01 0.094
C 1.026257 3.334994 -2.284988 0.16 0.61 -0.19 -0.079
O 1.341417 2.262574 -3.181938 0.45 -0.04 -0.68 -0.234
P 2.716057 2.201574 -3.989258 1.36 1.05 -1.02 0.435
O 3.948527 1.969024 -3.197948 -1.43 -0.19 -0.42 -0.233
O 2.454317 1.174404 -5.211878 -1.00 1.01 0.93 -0.217
C 2.404477 -0.224016 -4.939018 0.85 -0.68 0.25 -0.091
O 2.747897 3.618064 -4.792288 -1.90 -2.02 2.62 -0.225
C 3.652107 3.819584 -5.808778 0.86 1.26 -1.32 -0.135
H 1.688107 4.199414 -2.338288 0.75 -0.43 -0.01 0.093
H 1.014407 2.920904 -1.276768 -0.40 0.28 -0.12 0.075
H 0.112967 3.810354 -2.642788 -0.52 -0.59 0.43 0.087
H 2.648187 -0.356286 -3.884878 0.49 -0.54 -0.16 0.069
H 3.101287 -0.677126 -5.644178 0.38 -0.12 0.52 0.096
H 1.488827 -0.790156 -5.109838 -0.71 1.00 -0.19 0.083
H 4.428267 4.514264 -5.487698 0.40 -0.40 0.23 0.093
H 3.098947 4.410024 -6.539178 0.13 -0.46 -0.58 0.094
H 4.056997 2.886494 -6.200588 0.04 0.23 -0.19 0.093
```
Forces are in eV/Å.

Output
Spin multiplicity = 1
Total charge = +1
E = -3073.95147 Eh
Energy above the lowest of the compared OMol25 structures with the same formula, charge and spin = 3.296 eV
HOMO level = -12.0 eV



3.
ORCA calculation (ωB97M-V/def2-TZVPD) on 9 unconnected molecules or ions with the total composition C12H40BF4O14 at a distorted geometry.

XYZ file:
```
71
Properties=species:S:1:pos:R:3:forces:R:3:lowdin_charge:R:1
B -27.503804 16.488625 16.812072 0.11 0.42 0.96 -1.346
F -28.695731 16.283829 17.484355 -0.68 -0.86 0.84 0.150
F -26.970043 15.309475 16.307910 0.29 -0.39 0.14 0.142
F -27.804393 17.358897 15.815107 0.01 1.14 -1.91 0.166
F -26.594266 17.136723 17.675971 0.72 -0.23 0.06 0.112
O -28.945994 15.241694 14.305263 -0.32 -0.12 -0.58 -0.047
H -28.326363 15.591687 14.945410 0.16 0.02 -0.01 -0.024
H -29.516434 14.665254 14.813734 -0.12 -0.12 0.11 0.034
O -26.884333 11.988644 15.741303 -0.04 -0.32 -0.18 -0.051
H -27.207844 12.886760 15.811643 -0.09 0.41 -0.01 0.006
H -26.167830 11.941388 16.374240 0.16 0.00 0.16 0.023
C -28.315119 20.610630 12.224165 0.60 2.49 0.17 -0.186
C -28.321488 19.180424 12.654126 0.46 0.14 -0.07 -0.246
O -27.111122 18.793893 13.266621 0.34 0.42 0.41 -0.056
O -28.779193 21.569316 13.258370 0.02 -1.19 -0.64 -0.094
H -28.821593 20.837579 11.286039 -0.70 -0.53 0.13 0.112
H -27.319563 20.986084 11.987494 0.49 -0.61 0.17 0.117
H -28.349442 18.572200 11.750031 -1.05 -0.16 -0.06 0.122
H -29.109586 19.069591 13.398917 -0.56 -0.41 -0.53 0.132
H -27.367859 18.088878 13.865501 0.38 -0.21 0.42 0.057
H -29.340545 22.225218 12.838522 -0.01 -0.07 0.06 0.081
C -28.938383 19.078799 21.324963 -1.12 -0.73 -0.57 -0.212
C -28.713103 18.092612 20.137812 1.51 1.67 0.31 -0.223
O -27.401152 17.541416 20.171167 0.18 -0.25 1.02 -0.084
O -29.393864 18.331257 22.461963 0.46 0.14 -0.22 -0.081
H -29.730496 19.771374 21.040386 -0.20 -0.08 0.01 0.105
H -28.095723 19.709284 21.608676 0.48 -0.31 -0.34 0.114
H -28.703475 18.712900 19.241572 -0.97 -0.28 -0.22 0.094
H -29.433099 17.274348 20.150231 -0.29 0.43 -0.03 0.113
H -27.044753 17.609560 19.282390 0.15 -0.29 -0.13 0.032
H -28.830162 17.559868 22.368156 -0.10 -0.43 0.68 0.067
C -22.544240 14.265229 17.832289 0.66 2.36 0.65 -0.267
C -23.143661 15.275818 16.803404 -0.17 -2.17 -0.29 -0.262
O -23.549597 16.446548 17.416642 0.10 0.59 0.42 -0.039
O -21.995404 13.130094 17.232425 -0.26 -0.50 -0.50 -0.054
H -23.105140 14.116232 18.754940 -1.13 -0.74 -0.46 0.109
H -21.804667 14.922093 18.290161 0.97 -0.06 -0.13 0.105
H -23.965751 14.826387 16.246375 -0.17 -0.17 0.00 0.116
H -22.360393 15.437128 16.062755 0.20 0.29 0.02 0.115
H -24.504364 16.511057 17.340074 -0.25 0.20 0.15 0.062
H -21.180760 12.841936 17.650658 -0.12 0.26 0.17 0.084
C -27.419545 13.632407 19.556468 -1.57 1.15 -0.66 -0.241
C -28.916255 13.247879 19.411541 0.13 -0.22 1.03 -0.208
O -29.206829 11.843994 19.215438 0.35 1.09 -0.24 -0.069
O -26.875325 13.033031 20.700742 0.40 -0.79 0.45 -0.064
H -27.434199 14.700798 19.771925 -0.18 0.37 -0.46 0.108
H -26.808645 13.507729 18.662402 -0.06 -0.46 -0.14 0.109
H -29.523348 13.876171 18.759780 0.67 -0.39 -0.96 0.111
H -29.366095 13.567902 20.351395 0.11 -0.25 0.63 0.107
H -28.751138 11.398168 19.933200 0.07 -0.16 0.08 0.069
H -26.221870 13.659024 21.021233 0.08 -0.22 0.22 0.085
C -27.847589 20.581583 16.866347 0.17 0.09 0.03 -0.237
C -28.091832 21.123618 18.274279 0.24 0.38 -1.17 -0.213
O -29.495560 21.208308 18.563182 0.86 -0.72 0.46 -0.081
O -28.187378 21.649336 16.000537 -0.37 0.20 0.20 -0.065
H -28.408130 19.669014 16.663601 -0.40 0.02 0.10 0.096
H -26.816904 20.276004 16.686316 0.35 0.17 0.35 0.123
H -27.742141 22.155232 18.234467 0.45 0.06 0.20 0.114
H -27.464144 20.567252 18.970384 -0.72 -0.13 0.52 0.112
H -29.884542 21.395552 17.705732 -0.39 0.18 -0.20 0.067
H -28.402889 21.352624 15.113337 0.03 -0.11 -0.34 0.036
C -31.259504 18.299407 17.194240 -1.76 -0.84 -0.75 -0.238
C -32.519316 19.214152 17.323350 1.90 0.19 -0.43 -0.212
O -32.073889 20.436821 17.850767 -0.09 1.10 0.34 -0.092
O -31.041893 17.605486 18.377864 -0.43 0.06 1.19 -0.069
H -30.393093 18.877650 16.873183 -0.06 0.34 0.09 0.104
H -31.468531 17.579040 16.403368 0.04 -0.14 -0.35 0.114
H -33.344371 18.896868 17.961094 0.05 -0.91 -0.33 0.117
H -32.822894 19.443802 16.301979 -0.46 -0.17 0.02 0.111
H -31.460948 20.213716 18.555125 0.22 0.23 0.32 0.057
H -30.393012 16.905870 18.272570 0.31 0.13 -0.39 0.053
```
Forces are in eV/Å.

Output
Spin multiplicity = 1
Total charge = -1
E = -1959.08845 Eh
HOMO level = -7.4 eV